No. 1
Computed, not measured: C13H14ClN3O3 in the gas phase in a non-equilibrium geometry, with ωB97M-V/def2-TZVPD.

Last column: Mulliken charge in e.
CARTESIAN COORDINATES (ANGSTROEM)
C  -4.8055  -0.3967  -1.3249  -1.018
C  -4.1772  -0.6332  0.0407  -0.454
H  -4.8711  -1.2024  0.6710  0.338
H  -3.9609  0.3101  0.5511  0.415
O  -3.0156  -1.4531  -0.0492  -0.423
C  -1.7744  -1.0258  0.2190  0.458
C  -0.8655  -2.0451  0.5455  -0.639
C  0.4269  -1.7748  0.9279  -0.627
C  0.8741  -0.4597  1.0405  0.131
C  0.0049  0.5575  0.6977  -0.402
C  -1.2885  0.2889  0.2557  0.589
N  -2.0110  1.4436  -0.2268  1.040
O  -2.0610  2.4147  0.4961  -0.601
O  -2.4562  1.3866  -1.3528  -0.588
H  0.3234  1.5895  0.7367  0.503
C  2.2783  -0.1422  1.4914  -1.353
N  2.9381  0.7539  0.5764  0.205
C  3.3061  0.4883  -0.7085  0.536
N  3.8801  1.5256  -1.2662  -0.704
C  3.8825  2.5040  -0.3283  -0.516
C  3.3034  2.0465  0.8204  -0.279
H  3.1327  2.5153  1.7677  0.398
H  4.2985  3.4675  -0.5401  0.443
C  3.0766  -0.8009  -1.3904  -0.314
H  3.4256  -0.7275  -2.4186  0.355
H  2.0309  -1.1092  -1.3555  0.150
Cl  4.0122  -2.1229  -0.6077  -0.213
H  2.2529  0.3413  2.4730  0.385
H  2.8568  -1.0674  1.5727  0.442
H  1.0965  -2.5892  1.1593  0.361
H  -1.2269  -3.0593  0.4910  0.445
H  -5.7542  0.1168  -1.1993  0.366
H  -4.9772  -1.3504  -1.8163  0.310
H  -4.1553  0.2098  -1.9493  0.262

Output
total energy	-1353.8603	hartree
E_HOMO	-8.87	eV
energy relative to the best compared isomer or geometry (same formula, charge and spin)	91.4	kcal/mol
SMILES	CCOc1ccc(Cn2ccnc2CCl)cc1[N+](=O)[O-]

No. 2
Computed, not measured: 3 unconnected molecules or ions with the total composition C13H14F16NO5S in a non-equilibrium geometry, with ωB97M-V/def2-TZVPD.

Last column: Mulliken charge in e.
CARTESIAN COORDINATES (ANGSTROEM)
C  -1.3453  -1.9334  0.4370  -0.795
C  -1.5092  -0.3274  0.7290  0.629
N  -0.4588  0.5085  0.3998  -0.652
C  -2.8417  0.3838  1.4309  -0.550
S  -4.3247  -0.2983  0.4404  0.983
O  -4.6118  -1.7421  0.9990  -0.658
O  -3.8330  -0.3343  -1.0578  -0.591
O  -5.7575  0.5989  0.6658  -0.705
H  -2.3128  -2.4471  -0.0189  0.367
H  -0.4831  -2.1407  -0.3586  0.271
H  -1.0641  -2.5470  1.4187  0.035
H  0.3005  -0.0919  -0.0201  0.176
H  -2.8509  0.0234  2.5568  0.244
H  -2.8389  1.5532  1.3496  0.248
C  -1.9497  1.7371  -4.6219  -0.773
C  -2.1998  3.1257  -5.2348  0.889
C  -1.1152  3.6161  -6.1883  0.121
F  0.0925  3.7255  -5.5927  -0.209
F  -1.4208  4.8566  -6.6584  -0.290
F  -2.4251  4.0177  -4.2335  -0.263
F  -3.3771  3.0497  -5.9320  -0.337
O  -1.3671  1.7178  -3.3155  -0.329
C  0.0527  1.8451  -3.2782  0.713
C  0.5180  3.1473  -2.6130  0.221
F  0.0012  4.2408  -3.2269  -0.226
F  1.8714  3.2711  -2.6755  -0.279
F  0.5448  1.6850  -4.5301  -0.298
F  0.5032  0.7788  -2.5631  -0.274
H  -2.9356  1.2772  -4.4840  0.471
H  -1.4292  1.0628  -5.3124  0.303
H  -1.0179  2.9522  -7.0521  0.271
H  0.2192  3.1784  -1.5611  0.268
C  3.3714  -0.8941  3.7721  -0.690
C  4.2626  -1.9699  4.4162  0.850
C  4.4779  -3.2213  3.5715  0.113
F  3.3245  -3.8661  3.2908  -0.193
F  5.2607  -4.1148  4.2364  -0.294
F  3.7688  -2.2762  5.6456  -0.274
F  5.4851  -1.3939  4.6434  -0.339
O  1.9950  -0.8963  4.1621  -0.391
C  1.1631  -1.8182  3.4610  0.713
C  0.6105  -2.9293  4.3635  0.207
F  1.6023  -3.6215  4.9775  -0.226
F  -0.1043  -3.8344  3.6419  -0.245
F  1.8374  -2.2949  2.3870  -0.274
F  0.1349  -1.0830  2.9574  -0.214
H  3.7496  0.0731  4.1243  0.426
H  3.4883  -0.8516  2.6827  0.323
H  4.9802  -2.9816  2.6298  0.279
H  -0.0421  -2.5164  5.1384  0.249

Output
net charge	-1
total energy	-2930.6930	hartree
E_HOMO	-5.11	eV
energy relative to the best compared isomer or geometry (same formula, charge and spin)	114.1	kcal/mol

No. 3
Computed, not measured: C13H14N2 in the gas phase in a non-equilibrium geometry, with ωB97M-V/def2-TZVPD.

Last column: Mulliken charge in e.
CARTESIAN COORDINATES (ANGSTROEM)
C  -0.1562  -0.7085  -1.6274  -1.142
C  1.2861  -0.4510  -0.8740  0.792
C  2.0002  -1.5200  -0.7080  -0.365
C  3.1380  -1.3346  -0.0534  -0.751
C  3.1874  -0.3545  1.0893  -0.293
C  2.4050  0.8845  0.6099  -0.345
C  1.5029  0.7325  -0.3723  0.148
C  -0.3146  2.0677  0.2508  -1.244
C  -1.4395  0.9030  0.3133  0.400
C  -1.2069  -0.0514  1.2873  -0.288
C  -2.1396  -1.1508  1.3480  -0.400
C  -3.2949  -0.3964  -0.3991  -0.099
C  -2.4922  0.6966  -0.4399  -0.024
H  0.1981  -1.7245  -2.1449  0.454
H  -0.2615  0.2142  -2.3527  0.226
H  -0.9626  -0.9164  -0.9254  0.235
H  1.7205  -2.5399  -1.1841  0.207
H  3.6641  -2.1294  0.6160  0.225
H  3.4794  -0.3441  2.3587  0.239
H  2.5268  1.6809  1.5771  0.172
H  1.4737  2.6534  -0.6635  0.469
H  0.1089  2.1280  1.2283  0.404
H  -0.8895  2.9993  0.0731  0.537
H  -0.3273  0.3215  1.7040  0.581
H  -1.9752  -2.0719  2.0842  0.282
H  -3.8016  -0.6397  -1.4698  0.247
H  -2.5515  1.5878  -1.1675  0.231
N  0.6261  1.7841  -0.7586  -0.351
N  -3.0912  -1.3730  0.4328  -0.546

Output
total energy	-612.9600	hartree
E_HOMO	-8.84	eV
energy relative to the best compared isomer or geometry (same formula, charge and spin)	210.8	kcal/mol
SMILES	Cc1ccccc1NCc1ccncc1

No. 4
Computed, not measured: C13H14N4O in the gas phase in a non-equilibrium geometry, with ωB97M-V/def2-TZVPD.

Last column: Mulliken charge in e.
CARTESIAN COORDINATES (ANGSTROEM)
N  0.6915  -3.6021  -4.1390  -0.474
N  4.5868  -2.3502  -3.2471  -0.444
C  1.2765  -2.7186  -3.6234  0.132
C  3.4544  -2.0386  -3.1981  -0.135
N  -0.1936  -0.1479  -1.5413  -0.073
N  0.4076  0.7392  -2.2630  -0.414
O  -1.0450  0.0200  3.8999  -0.445
C  -0.9426  -1.0588  0.4869  -0.427
C  0.1991  1.1084  0.5553  -0.478
C  -1.1168  -0.9921  1.8366  -0.351
C  -0.0459  1.1763  1.9382  -0.426
C  -0.2975  0.0057  -0.1778  0.182
C  -0.7029  0.1015  2.5754  0.575
C  -2.7683  1.7221  4.3551  -1.035
C  2.0735  -1.5950  -3.1121  0.980
C  0.5490  0.3841  -3.6939  -0.609
C  -1.3447  1.2388  4.6319  -0.267
C  1.8789  -0.2714  -3.9620  -0.881
H  -1.3353  -1.8883  -0.1042  0.402
H  0.7754  1.8503  0.0352  0.460
H  -1.6828  -1.7696  2.3164  0.407
H  0.2490  2.0861  2.4621  0.205
H  -3.5629  0.9983  4.6518  0.278
H  -2.8842  1.9447  3.3174  0.305
H  -2.9357  2.6140  4.9480  0.383
H  1.8364  -1.4840  -2.0550  0.044
H  0.4183  1.2859  -4.3240  0.380
H  -0.2473  -0.3342  -3.9868  0.425
H  -0.6341  2.0301  4.4202  0.249
H  -1.2597  1.0334  5.7017  0.313
H  1.9758  -0.5498  -5.0231  0.347
H  2.6272  0.4620  -3.6814  0.393

Output
total energy	-797.9418	hartree
E_HOMO	-8.86	eV
energy relative to the best compared isomer or geometry (same formula, charge and spin)	87.2	kcal/mol
SMILES	CCOc1ccc(/N=N/CCC(C#N)C#N)cc1

No. 5
Computed, not measured: 2 unconnected molecules or ions with the total composition C13H15BrClN2, with ωB97M-V/def2-TZVPD.

Last column: Mulliken charge in e.
CARTESIAN COORDINATES (ANGSTROEM)
Cl  -1.8304  -1.6310  1.5533  -0.201
C  -0.4403  -0.9991  0.6484  -0.102
C  -0.3479  0.5333  0.8070  -0.623
C  1.0065  0.9104  1.3839  -0.711
N  1.0723  2.2973  1.9129  0.124
C  2.1128  3.0785  1.5792  0.094
C  2.2296  4.3677  2.0672  -0.687
C  1.2611  4.8581  2.9245  0.006
C  0.2030  4.0338  3.2666  -0.413
Br  -1.1566  4.6075  4.4235  -0.106
C  0.1240  2.7546  2.7483  0.095
H  0.4354  -1.4796  1.0706  0.344
H  -0.4942  -1.2866  -0.3937  0.037
H  -1.1735  0.8641  1.4241  0.450
H  -0.4637  0.9740  -0.1775  0.297
H  1.3104  0.2382  2.1797  0.303
H  1.7514  0.8340  0.6021  0.237
H  2.8558  2.6802  0.9127  0.379
H  3.0726  4.9597  1.7632  0.419
H  1.3169  5.8587  3.3199  0.502
H  -0.6767  2.0776  2.9873  0.546
N  -1.5974  -2.5601  -2.3349  -0.466
C  -1.9046  -3.8458  -2.1604  -0.138
C  -1.5013  -4.8574  -3.0175  -0.461
C  -0.7389  -4.5187  -4.1233  -0.175
C  -0.4126  -3.1873  -4.3250  -0.468
C  -0.8632  -2.2538  -3.4057  -0.063
H  -2.5066  -4.0679  -1.2862  0.352
H  -1.7812  -5.8830  -2.8227  0.358
H  -0.4071  -5.2789  -4.8183  0.374
H  0.1757  -2.8776  -5.1775  0.353
H  -0.6314  -1.2010  -3.5317  0.344

Output
net charge	+1
total energy	-3647.8407	hartree
E_HOMO	-11.68	eV

No. 6
Computed, not measured: a molecular structure, C13H15Cl2NO3Si in a non-equilibrium geometry, with ωB97M-V/def2-TZVPD.

Last column: Mulliken charge in e.
CARTESIAN COORDINATES (ANGSTROEM)
N  -2.5381  3.5363  -3.1273  -0.563
O  -1.5844  0.0155  0.9137  -0.480
Cl  3.6439  -3.1441  1.5391  -0.253
Cl  0.0681  1.7060  3.1238  -0.201
C  -2.3266  2.9602  -2.1446  -0.042
O  1.0226  -2.3103  0.1105  -0.304
O  0.1373  0.4925  -0.5290  -0.290
C  -0.3937  0.0022  0.6454  0.149
C  2.7063  -1.2949  3.2677  -0.696
C  1.9281  -0.2036  3.6067  -0.424
C  2.4968  -1.9246  2.0636  0.564
C  0.9696  0.2616  2.7514  0.349
C  1.4072  -1.5918  1.2450  -0.085
C  0.6509  -0.4701  1.5999  0.462
C  1.6215  -3.5730  -0.0652  -1.049
C  -1.6471  2.8358  0.3218  -1.159
C  -1.9886  -0.7314  -2.0393  -1.062
C  -0.0733  1.3629  -3.1935  -1.199
C  -2.1618  2.1862  -0.9693  0.753
Si  -1.0526  0.8401  -1.6849  0.434
H  3.5830  -1.5305  3.8730  0.397
H  2.0909  0.2892  4.5526  0.431
H  1.4679  -4.1820  0.8368  0.447
H  2.6904  -3.4626  -0.2662  0.419
H  1.1863  -4.0379  -0.9403  0.211
H  -0.6707  3.3382  0.2000  0.314
H  -1.5502  2.0344  1.0874  0.091
H  -2.3210  3.5630  0.7347  0.464
H  -1.4871  -1.6362  -1.7255  0.293
H  -2.1590  -0.8396  -3.1166  0.355
H  -2.9312  -0.6092  -1.4998  0.299
H  0.5751  2.1471  -2.9046  0.345
H  -0.7085  1.7405  -4.0080  0.402
H  0.4900  0.4739  -3.5295  0.288
H  -3.1419  1.7559  -0.7297  0.340

Output
total energy	-1994.7550	hartree
E_HOMO	-9.32	eV
energy relative to the best compared isomer or geometry (same formula, charge and spin)	7.1	kcal/mol

No. 7
Computed, not measured: 5 unconnected molecules or ions with the total composition C13H15F7NO12, with ωB97M-V/def2-TZVPD.

Last column: Mulliken charge in e.
CARTESIAN COORDINATES (ANGSTROEM)
N  5.4599  -0.2910  -4.1958  -0.193
C  3.9965  -0.1975  -4.5519  0.872
F  3.4220  0.5385  -3.6121  -0.226
F  3.8659  0.3534  -5.7259  -0.198
F  3.4991  -1.4143  -4.5192  -0.186
H  5.6313  -1.1891  -3.7069  0.124
H  5.7068  0.4918  -3.5822  0.395
H  6.0691  -0.2952  -5.0227  0.408
C  5.2123  -4.9709  -2.5719  -0.407
C  6.4114  -5.7989  -2.9918  0.262
O  7.0131  -4.9620  -3.9852  -0.284
C  6.7004  -3.6968  -3.6991  0.754
O  7.2297  -2.7318  -4.1686  -0.596
O  5.6952  -3.6284  -2.7972  -0.347
F  6.0541  -6.9637  -3.5508  -0.258
H  4.3575  -5.1618  -3.2203  0.290
H  4.9254  -5.1087  -1.5344  0.274
H  7.1397  -5.9852  -2.2020  0.310
C  0.4103  1.0048  -2.4671  -0.260
C  0.6520  -0.0798  -1.4390  0.391
O  -0.6536  -0.3859  -1.0118  -0.318
C  -1.5099  -0.1025  -2.0446  0.635
O  -2.6322  -0.4607  -2.1018  -0.476
O  -0.8728  0.6458  -2.9794  -0.347
F  1.3849  0.3611  -0.3876  -0.293
H  0.3569  1.9888  -1.9985  0.309
H  1.1441  1.0229  -3.2634  0.110
H  1.1207  -0.9855  -1.8333  0.277
C  -3.4261  1.1015  1.0483  -0.358
C  -2.2461  1.9719  1.4158  0.401
O  -2.8648  3.0625  2.0645  -0.307
C  -4.0283  2.6080  2.6132  0.521
O  -4.6590  3.1896  3.4291  -0.510
O  -4.3487  1.3985  2.1004  -0.300
F  -1.5769  2.4189  0.3180  -0.319
H  -3.8527  1.3982  0.0891  0.293
H  -3.1923  0.0411  1.0257  0.246
H  -1.5301  1.5092  2.0965  0.275
C  -6.4638  2.3851  6.0795  0.058
C  -6.9156  3.7562  6.5265  0.326
O  -7.1364  3.5652  7.9121  -0.333
C  -6.3170  2.5571  8.3288  0.660
O  -6.0688  2.3104  9.4586  -0.493
O  -5.8210  1.8882  7.2596  -0.330
F  -8.0745  4.1360  5.9369  -0.277
H  -7.3157  1.7488  5.8345  0.258
H  -5.7768  2.4118  5.2409  -0.119
H  -6.1751  4.5451  6.3866  0.287

Output
net charge	+1
total energy	-2160.8706	hartree
E_HOMO	-12.03	eV

No. 8
Computed, not measured: 3 unconnected molecules or ions with the total composition C13H15FN4O7S in a non-equilibrium geometry, with ωB97M-V/def2-TZVPD.

Last column: Mulliken charge in e.
CARTESIAN COORDINATES (ANGSTROEM)
N  -5.0160  2.5256  -0.4351  -0.435
C  -3.8150  2.5450  -0.2326  -0.070
C  -2.2524  2.1030  -0.3238  0.089
C  -1.6231  2.8445  -1.6087  -0.493
O  -0.3034  3.4405  -1.3419  -0.439
C  0.5734  2.2935  -1.2338  0.229
C  1.0612  1.9389  0.2299  -0.311
C  1.9715  0.6659  0.3716  -0.373
C  2.3437  -0.2008  -0.8908  -0.426
C  1.8728  0.1753  -2.3589  -0.619
C  0.9657  1.4433  -2.4842  -0.274
C  -2.0579  0.5035  -0.2989  0.769
C  -2.4387  0.0282  1.2062  -0.020
N  -2.6589  -0.3152  2.3502  -0.502
S  -3.0433  -0.4361  -1.5696  1.189
O  -2.6677  -1.9098  -1.4426  -0.569
O  -4.5382  -0.3672  -1.3488  -0.524
F  -2.6147  -0.0168  -3.1704  -0.277
H  -1.7095  2.5281  0.6047  0.344
H  -2.3124  3.7550  -1.8292  0.379
H  -1.6308  2.2174  -2.5731  0.250
H  0.7565  2.5866  1.1270  0.348
H  2.3737  0.3463  1.3974  0.568
H  2.9885  -1.1282  -0.7436  0.595
H  2.1570  -0.4513  -3.2754  0.340
H  0.5588  1.7658  -3.5081  0.374
H  -0.9504  0.1801  -0.4325  -0.050
C  1.7168  -0.2253  5.2872  -0.786
N  1.5537  0.2732  3.8966  0.860
O  0.4919  0.8026  3.6112  -0.492
O  2.5013  0.1148  3.1374  -0.580
H  0.8038  -0.0185  5.8435  0.319
H  1.9007  -1.2980  5.2321  0.296
H  2.5643  0.2999  5.7270  0.303
C  1.0665  -4.6450  -1.2401  -0.768
N  2.0033  -3.4927  -1.3023  0.890
O  2.1172  -2.8055  -0.2969  -0.522
O  2.5926  -3.3161  -2.3580  -0.510
H  0.6170  -4.6790  -0.2489  0.308
H  0.3048  -4.4909  -2.0042  0.300
H  1.6443  -5.5486  -1.4332  0.291

Output
total energy	-1747.5862	hartree
E_HOMO	-8.73	eV
SMILES	N#C[C@H](COc1ccccc1)[C@@H](C#N)S(=O)(=O)F.C[N+](=O)[O-].C[N+](=O)[O-]